1.
Density functional theory data (ωB97M-V/def2-TZVPD) for a cluster of 2 separate species, CH2ClFO2 in total at a distorted geometry.

Each atom is followed by the atoms it is bonded to, with distances in Å.
Positions of all 7 atoms, in Å:
1 O 1.319 -1.223 0.877  C2 1.173
2 C 0.732 -1.705 -0.017  O1 1.173, O3 1.332, Cl4 1.834
3 O -0.023 -1.135 -0.955  C2 1.332, H5 1.029
4 Cl 1.098 -3.419 -0.557  C2 1.834
5 H -0.035 -0.121 -0.780  O3 1.029
6 F -0.449 1.386 0.440  H7 0.944
7 H -0.555 2.275 0.742  F6 0.944

Its SMILES is O=C(O)Cl.F. For the LUMO energy, the calculation gives 0.191 eV. The charge is 0. Its frontier orbital gap is 11.2 eV. The spin multiplicity is 1.

The natural (NBO) scheme yields these atomic charges, measured in e: O -0.5333; C 0.7941; O -0.6750; Cl -0.1177; H 0.5263; F -0.5733; H 0.5790

---

2.
Density functional theory data (ωB97M-V/def2-TZVPD) for an isolated molecule of CH2ClFS at a distorted geometry.

Each atom is followed by the atoms it is bonded to, with distances in Å.
Positions of all 6 atoms, in Å:
1 F 0.912 -0.987 -0.656  C2 1.406
2 C 0.256 0.239 -0.450  F1 1.406, S3 1.985, Cl4 1.734, H5 1.089
3 S -1.325 -0.071 0.710  C2 1.985, H6 1.359
4 Cl 1.323 1.400 0.273  C2 1.734
5 H -0.202 0.520 -1.398  C2 1.089
6 H -0.964 -1.101 1.520  S3 1.359

Its SMILES is F[C@@H](S)Cl. For the LUMO energy, the calculation gives 0.618 eV. The charge is 0. Its frontier orbital gap is 10.4 eV. The spin multiplicity is 1.

The natural (NBO) scheme yields these atomic charges, measured in e: F -0.3490; C 0.0887; S -0.1147; Cl 0.0226; H 0.2006; H 0.1519

---

3.
Density functional theory data (ωB97M-V/def2-TZVPD) for a cluster of 2 separate species, CH2ClI3Si in total at a distorted geometry.

Each atom is followed by the atoms it is bonded to, with distances in Å.
Positions of all 8 atoms, in Å:
1 C -0.062 0.683 0.027  Cl3 1.688, H7 1.104, H8 1.102
2 Si -3.702 -0.294 0.036  I4 2.565, I5 2.444, I6 2.454
3 Cl 0.023 2.368 -0.032  C1 1.688
4 I -4.327 1.726 -1.416  Si2 2.565
5 I -4.474 -2.395 -0.944  Si2 2.444
6 I -4.497 0.337 2.270  Si2 2.454
7 H 0.427 0.313 -0.891  C1 1.104
8 H 0.132 0.058 0.914  C1 1.102

For the LUMO energy (spin up / spin down), the calculation gives -2.317 / -0.757 eV. The charge is 0. Its frontier orbital gap (spin up / spin down) is 6.6 / 7.5 eV. The spin multiplicity is 1.

The natural (NBO) scheme yields these atomic charges, measured in e: C -0.3987; Si 0.4747; Cl 0.0429; I -0.2006; I -0.1410; I -0.1551; H 0.1815; H 0.1964

---

4.
Density functional theory data (ωB97M-V/def2-TZVPD) for a cluster of 2 separate species, CH2ClN in total at a distorted geometry.

Each atom is followed by the atoms it is bonded to, with distances in Å.
Positions of all 5 atoms, in Å:
1 C -0.474 1.654 0.470  N2 1.148, H4 1.013
2 N -1.199 1.022 -0.156  C1 1.148
3 Cl 3.162 0.203 -0.085  H5 1.300
4 H 0.069 2.276 1.057  C1 1.013
5 H 4.020 0.520 -1.008  Cl3 1.300

For the LUMO energy (spin up / spin down), the calculation gives 0.960 / -5.094 eV. The charge is 0. Its frontier orbital gap (spin up / spin down) is 6.3 / 6.6 eV. The spin multiplicity is 3.

The natural (NBO) scheme yields these atomic charges, measured in e: C -0.1931; N -0.0257; Cl -0.2714; H 0.2220; H 0.2683

---

5.
Density functional theory data (ωB97M-V/def2-TZVPD) for a cluster of 2 separate species, CH2ClN2O2 in total at a distorted geometry.

Each atom is followed by the atoms it is bonded to, with distances in Å.
Positions of all 8 atoms, in Å:
1 C 0.475 -0.392 -0.416  N2 1.279, H7 1.047, H8 1.147
2 N -0.158 -0.155 0.670  C1 1.279, N3 1.369
3 N -1.440 0.303 0.520  N2 1.369, O4 1.207, O5 1.222
4 O -2.080 0.638 1.487  N3 1.207
5 O -1.971 0.281 -0.580  N3 1.222
6 Cl 3.900 0.511 0.044  no bonds
7 H 1.438 -0.798 -0.355  C1 1.047
8 H -0.164 -0.389 -1.369  C1 1.147

For the LUMO energy, the calculation gives 2.025 eV. The charge is -1. Its frontier orbital gap is 6.1 eV. The spin multiplicity is 1.

The natural (NBO) scheme yields these atomic charges, measured in e: C 0.0561; N -0.3316; N 0.6035; O -0.3538; O -0.4309; Cl -0.9807; H 0.2488; H 0.1885

---

6.
Density functional theory data (ωB97M-V/def2-TZVPD) for the ion CH2ClN2O3 with charge +1 at a distorted geometry.

Each atom is followed by the atoms it is bonded to, with distances in Å.
Positions of all 9 atoms, in Å:
1 O -1.923 -2.205 -0.604  N2 1.144
2 N -1.622 -1.112 -0.754  O1 1.144, C3 1.240
3 C -1.096 -0.014 -0.521  N2 1.240, Cl4 1.809, O5 1.297
4 Cl -1.648 1.563 -1.215  C3 1.809
5 O -0.244 0.152 0.442  C3 1.297, N6 1.478
6 N 1.140 0.660 0.324  O5 1.478, O7 1.346, H8 1.041
7 O 2.062 0.016 1.063  N6 1.346, H9 0.975
8 H 1.398 0.519 -0.675  N6 1.041
9 H 1.933 0.421 1.940  O7 0.975

Its SMILES is O=[N+]=C(Cl)ONO. For the LUMO energy, the calculation gives -8.606 eV. The charge is +1. Its frontier orbital gap is 6.6 eV. The spin multiplicity is 1.

The natural (NBO) scheme yields these atomic charges, measured in e: O 0.0608; N 0.3058; C 0.4341; Cl 0.1209; O -0.3534; N 0.0115; O -0.4477; H 0.3648; H 0.5033

---

Which of these has the lowest charge?
CH2ClN2O2

---

Which value of charge does entry 2 give?
0

---

charge of number 3 (CH2ClI3Si)?
0

---

Which value of charge does entry 5 give?
-1